Record 1
Below is 2 unconnected molecules or ions with the total composition C3H9NO2P in a non-equilibrium geometry, with properties calculated with wB97M-V/def2-TZVPD.

XYZ file:
```
16
C3H9NO2P | the OMol25 dataset | wB97M-V/def2-TZVPD
P -3.271 0.788 0.327
O -1.691 0.267 0.354
O -4.030 -0.370 -0.108
N 0.962 0.196 0.109
C 0.708 -1.207 0.538
C 0.887 0.148 -1.391
C 0.022 1.175 0.780
H 1.634 -1.782 0.495
H -0.075 -1.780 -0.003
H 1.906 0.001 -1.760
H 0.280 1.042 -1.791
H -0.128 2.003 0.142
H 0.395 -1.235 1.661
H 1.963 0.324 0.465
H 0.135 1.181 1.744
H 0.307 -0.751 -1.561
```

Energy above the lowest of the compared OMol25 structures with the same formula, charge and spin   2.896 eV
HOMO energy   -13.85 eV
Charge   +1
Orbital gap   8.37 eV
E   -18121.0634 eV



Record 2
Below is a molecular structure, C29H29F10N7O7S3W, with properties calculated with wB97M-V/def2-TZVPD.

XYZ file:
```
86
C29H29F10N7O7S3W | the OMol25 dataset | wB97M-V/def2-TZVPD
W -0.011 0.092 -0.408
S 0.597 -1.356 -2.877
S 4.568 -3.871 2.042
S 3.281 -4.060 -0.456
F 1.746 -5.983 -1.347
F -1.353 -4.571 0.011
F 6.864 -2.692 2.486
F -3.555 -4.722 -1.559
F -0.769 1.269 -1.720
F 5.718 -1.777 0.892
F -3.212 -0.167 -2.691
F 1.763 -5.813 0.811
F 6.763 -3.642 0.551
F 3.448 -6.693 -0.222
O 4.954 -5.248 2.039
O 1.733 0.460 -1.111
O -1.424 0.550 0.925
O 4.507 -4.273 -1.164
O 2.243 -3.260 -1.060
O 3.795 0.131 -3.025
O 4.246 -3.201 3.270
N 1.429 0.153 -4.856
N 3.422 -3.497 1.015
N -0.713 2.706 1.132
N -0.103 -1.772 0.215
N -0.770 0.451 -4.301
N 0.263 2.190 0.288
N 1.405 -0.232 1.584
C -3.915 3.438 3.800
C -1.560 1.774 1.397
C 3.942 3.721 -2.429
C -3.623 0.988 2.519
C -0.930 1.587 -5.182
C -2.749 -1.230 -1.975
C 6.070 -2.952 1.445
C 1.088 3.067 -0.167
C 0.390 -0.160 -4.074
C 2.835 -0.379 1.205
C 2.914 3.909 -1.533
C -4.837 2.421 4.016
C -1.643 -1.113 -1.179
C -4.693 1.199 3.376
C -2.926 -3.547 -1.435
C 3.493 1.330 -2.460
C 2.436 1.512 -1.546
C -1.805 -3.481 -0.619
C 2.164 2.811 -1.090
C 4.220 2.435 -2.874
C 0.981 -1.454 2.315
C 4.174 -0.923 -2.123
C 0.419 -2.485 1.363
C -2.848 3.237 2.944
C -2.701 2.008 2.304
C 1.362 0.869 2.577
C 2.522 -5.751 -0.287
C -1.203 -2.241 -0.498
C -3.416 -2.437 -2.111
H 5.026 2.249 -3.573
H 1.814 1.764 2.164
H 1.161 -3.213 1.055
H -0.405 -3.022 1.840
H -0.810 1.301 -6.229
H -5.412 0.409 3.544
H 0.220 -1.156 3.038
H -0.217 2.380 -4.938
H -5.670 2.583 4.686
H 3.410 -0.627 2.100
H -1.516 0.238 -3.658
H 4.513 -1.748 -2.742
H 2.672 4.898 -1.164
H 3.202 0.553 0.786
H -4.032 4.390 4.302
H 1.935 0.566 3.456
H 2.341 -0.180 -4.564
H 0.935 4.091 0.163
H 1.356 0.810 -5.613
H -4.296 -2.524 -2.731
H 4.531 4.559 -2.775
H 0.339 1.075 2.874
H 2.948 -1.189 0.494
H -1.935 1.980 -5.055
H 4.984 -0.582 -1.476
H 1.840 -1.857 2.857
H 3.312 -1.251 -1.552
H -3.498 0.042 2.013
H -2.123 4.019 2.765
```

HOMO energy   -8.32 eV
Charge   0
Orbital gap   6.41 eV
E   -116813.5287 eV



Copy entry 2 word for word.
Below is a molecular structure, C29H29F10N7O7S3W, with properties calculated with wB97M-V/def2-TZVPD.

XYZ file:
```
86
C29H29F10N7O7S3W | the OMol25 dataset | wB97M-V/def2-TZVPD
W -0.011 0.092 -0.408
S 0.597 -1.356 -2.877
S 4.568 -3.871 2.042
S 3.281 -4.060 -0.456
F 1.746 -5.983 -1.347
F -1.353 -4.571 0.011
F 6.864 -2.692 2.486
F -3.555 -4.722 -1.559
F -0.769 1.269 -1.720
F 5.718 -1.777 0.892
F -3.212 -0.167 -2.691
F 1.763 -5.813 0.811
F 6.763 -3.642 0.551
F 3.448 -6.693 -0.222
O 4.954 -5.248 2.039
O 1.733 0.460 -1.111
O -1.424 0.550 0.925
O 4.507 -4.273 -1.164
O 2.243 -3.260 -1.060
O 3.795 0.131 -3.025
O 4.246 -3.201 3.270
N 1.429 0.153 -4.856
N 3.422 -3.497 1.015
N -0.713 2.706 1.132
N -0.103 -1.772 0.215
N -0.770 0.451 -4.301
N 0.263 2.190 0.288
N 1.405 -0.232 1.584
C -3.915 3.438 3.800
C -1.560 1.774 1.397
C 3.942 3.721 -2.429
C -3.623 0.988 2.519
C -0.930 1.587 -5.182
C -2.749 -1.230 -1.975
C 6.070 -2.952 1.445
C 1.088 3.067 -0.167
C 0.390 -0.160 -4.074
C 2.835 -0.379 1.205
C 2.914 3.909 -1.533
C -4.837 2.421 4.016
C -1.643 -1.113 -1.179
C -4.693 1.199 3.376
C -2.926 -3.547 -1.435
C 3.493 1.330 -2.460
C 2.436 1.512 -1.546
C -1.805 -3.481 -0.619
C 2.164 2.811 -1.090
C 4.220 2.435 -2.874
C 0.981 -1.454 2.315
C 4.174 -0.923 -2.123
C 0.419 -2.485 1.363
C -2.848 3.237 2.944
C -2.701 2.008 2.304
C 1.362 0.869 2.577
C 2.522 -5.751 -0.287
C -1.203 -2.241 -0.498
C -3.416 -2.437 -2.111
H 5.026 2.249 -3.573
H 1.814 1.764 2.164
H 1.161 -3.213 1.055
H -0.405 -3.022 1.840
H -0.810 1.301 -6.229
H -5.412 0.409 3.544
H 0.220 -1.156 3.038
H -0.217 2.380 -4.938
H -5.670 2.583 4.686
H 3.410 -0.627 2.100
H -1.516 0.238 -3.658
H 4.513 -1.748 -2.742
H 2.672 4.898 -1.164
H 3.202 0.553 0.786
H -4.032 4.390 4.302
H 1.935 0.566 3.456
H 2.341 -0.180 -4.564
H 0.935 4.091 0.163
H 1.356 0.810 -5.613
H -4.296 -2.524 -2.731
H 4.531 4.559 -2.775
H 0.339 1.075 2.874
H 2.948 -1.189 0.494
H -1.935 1.980 -5.055
H 4.984 -0.582 -1.476
H 1.840 -1.857 2.857
H 3.312 -1.251 -1.552
H -3.498 0.042 2.013
H -2.123 4.019 2.765
```

HOMO energy   -8.32 eV
Charge   0
Orbital gap   6.41 eV
E   -116813.5287 eV